[1]
Formula: C14H13NO5Sm
Source: the OMol25 dataset
Level of theory: ωB97M-V/def2-TZVPD

For the HOMO-LUMO gap (spin up / spin down), the calculation gives 6.02 / 6.44 eV. The value obtained for the LUMO energy (spin up / spin down) is -13.02 / -12.67 eV. The spin multiplicity is 6. Its net charge is +3.

Last column: Löwdin charge in e.
Cartesian coordinates (Å):
O: -4.308 -2.065 0.778  0.04
C: -3.323 -1.494 0.546  0.01
Sm: 0.853 0.822 -0.164  1.36
O: 1.004 -3.056 -0.377  0.19
C: 0.771 -1.920 -0.296  -0.01
C: 2.892 0.995 -0.565  -0.09
O: 4.061 1.084 -0.825  0.23
C: 0.660 -0.674 2.076  0.01
O: 0.820 -1.281 3.074  0.18
C: -0.687 0.541 -2.275  0.03
O: -1.148 0.498 -3.359  0.16
C: -0.853 4.183 -2.195  0.03
N: -2.263 4.013 -1.771  -0.19
C: -3.138 3.789 -2.939  0.03
C: -2.446 2.980 -0.741  -0.11
C: -1.643 3.324 0.510  -0.24
C: -1.931 4.548 1.159  0.00
C: -1.132 4.998 2.220  0.01
C: -0.044 4.197 2.620  -0.01
C: 0.254 2.937 2.006  -0.13
C: -0.559 2.533 0.949  -0.19
H: -0.469 3.244 -2.623  0.09
H: -0.242 4.478 -1.338  0.11
H: -0.816 4.981 -2.951  0.14
H: -2.562 4.898 -1.343  0.19
H: -2.867 2.849 -3.446  0.11
H: -4.186 3.735 -2.614  0.13
H: -3.038 4.626 -3.643  0.13
H: -3.518 2.887 -0.505  0.16
H: -2.181 1.992 -1.143  0.09
H: -2.792 5.155 0.826  0.14
H: -1.342 5.973 2.697  0.15
H: 0.580 4.530 3.445  0.13
H: 1.124 2.317 2.371  0.11

[2]
Formula: C4H8O2Si
Source: the OMol25 dataset
Level of theory: ωB97M-V/def2-TZVPD

For the HOMO-LUMO gap (spin up / spin down), the calculation gives 5.96 / 6.86 eV. The energy above the lowest of the compared OMol25 structures with the same formula, charge and spin comes out at 94.33 kcal per mole. The value obtained for the LUMO energy (spin up / spin down) is -0.56 / -0.32 eV. The spin multiplicity is 1. Its net charge is 0.

Last column: Löwdin charge in e.
Cartesian coordinates (Å):
C: 1.862 1.567 1.515  -0.57
C: -0.369 -0.631 -0.515  -0.45
C: -1.207 0.574 -0.785  -0.01
C: -0.690 -1.883 -1.159  -0.03
O: 0.772 2.171 1.323  -0.19
O: 0.471 -0.574 0.431  -0.32
Si: 1.049 -0.392 1.959  0.91
H: 2.595 1.462 0.706  0.05
H: 2.429 1.751 2.600  0.09
H: -1.771 0.472 -1.712  0.09
H: -0.806 1.532 -0.583  0.06
H: -2.001 0.611 -0.055  0.09
H: -1.592 -2.325 -0.692  0.11
H: 0.149 -2.592 -0.862  0.12
H: -0.892 -1.743 -2.170  0.06